DFT (ωB97M-V with the def2-TZVPD basis set) results for C48H104Cl2LiO22 as an isolated structure at a distorted geometry.

Structure (XYZ):
```
177
Properties=species:S:1:pos:R:3:forces:R:3
Li -0.665354 3.710245 0.099252 -0.30 0.00 0.35
Cl -0.125584 -0.028285 -0.761218 1.46 -0.12 2.17
O 1.221936 -0.115925 -1.272618 0.31 -0.43 0.44
O -0.273844 -0.515065 0.610702 0.82 0.07 -0.49
O -0.472214 1.355215 -0.758058 -0.94 1.20 -0.35
O -0.964184 -0.827765 -1.561878 -1.62 -0.69 -1.73
Cl -2.088274 7.090975 0.526842 -1.69 0.96 2.02
O -2.235124 7.945005 1.686152 1.31 0.42 -0.23
O -1.679094 7.803105 -0.642888 1.28 -0.01 -0.19
O -1.216124 5.985195 0.892842 0.35 -0.07 -0.84
O -3.423854 6.640145 0.290452 -1.08 -1.85 -0.93
C -2.123724 1.643375 3.918362 1.65 0.33 0.41
C -2.977024 2.856155 3.985532 -3.07 -0.33 0.17
C -2.572314 3.824435 2.894712 0.75 0.25 0.04
O -1.533004 3.182045 2.101152 -0.35 -1.51 1.47
C -1.486554 1.771865 2.544472 -0.22 0.26 -0.06
H -2.593044 0.661245 3.975552 -0.32 0.22 0.25
H -1.413064 1.732675 4.740002 0.46 -0.38 -0.10
H -3.120804 3.281855 4.978602 0.72 0.28 0.02
H -3.998284 2.520915 3.804632 -0.36 0.04 -0.40
H -2.189514 4.708775 3.404142 0.34 0.28 -0.62
H -3.386764 4.118695 2.232772 0.04 0.01 0.06
H -0.474214 1.368475 2.567702 -0.03 0.33 -0.65
H -2.128984 1.138635 1.932582 0.36 0.20 -0.84
C 0.558956 4.797875 -3.911888 -2.91 -1.56 0.58
C 1.660386 5.208395 -3.046698 1.54 1.03 0.42
C 1.073576 5.351385 -1.667708 -0.24 0.23 -1.23
O 0.205486 4.223835 -1.590178 -0.48 -0.21 0.46
C -0.232464 3.825655 -2.914548 1.19 1.20 -0.99
H 0.672176 4.230305 -4.835548 0.72 0.21 0.01
H -0.100494 5.638005 -4.129588 0.05 0.14 -0.05
H 1.965906 6.227045 -3.285678 1.04 -0.28 -0.41
H 2.429516 4.443675 -2.938338 0.45 0.27 -0.59
H 0.551886 6.308335 -1.654148 -0.51 -0.09 0.57
H 1.893896 5.380985 -0.950558 -0.46 -0.46 0.51
H -1.299174 3.966535 -3.088878 -0.01 -0.33 0.56
H 0.112076 2.811165 -3.115048 -0.41 -0.13 0.35
C 2.811956 4.033075 2.902742 -1.42 -0.43 0.60
C 3.416206 3.382555 1.696232 1.03 -0.59 -1.08
C 2.253836 2.990595 0.795112 0.56 -1.06 -0.34
O 1.108216 3.631015 1.286412 -0.31 0.35 1.07
C 1.292816 3.673245 2.747762 0.66 1.13 -0.94
H 2.966896 5.111995 2.897992 -0.07 -0.10 0.17
H 3.161606 3.573175 3.827042 0.22 0.41 0.08
H 3.982576 2.468115 1.872692 0.09 0.03 0.50
H 4.125826 4.018485 1.166962 -0.10 0.30 0.05
H 2.087046 1.913635 0.816062 -0.05 -0.34 0.26
H 2.505886 3.155435 -0.252458 -0.66 0.68 -0.14
H 1.074156 2.728345 3.245212 0.00 -0.39 -0.39
H 0.605286 4.413095 3.157672 0.09 0.04 -0.27
C -4.029684 -1.755845 1.640672 0.51 0.63 -0.87
C -5.344644 -1.345945 2.292592 1.69 -1.38 1.21
C -6.263274 -1.725795 1.205582 -0.97 1.00 -0.73
O -5.579814 -1.360275 -0.005188 -0.26 0.00 -0.60
C -4.194234 -1.138275 0.255032 0.12 -0.58 1.37
H -3.997884 -2.816755 1.392542 0.11 -0.32 0.90
H -3.140734 -1.391735 2.155742 0.10 -0.31 -0.01
H -5.313034 -0.298575 2.592812 -0.27 0.00 -0.13
H -5.396674 -2.010265 3.155182 -0.67 0.36 0.39
H -7.190704 -1.153875 1.235112 -0.17 -0.08 -0.13
H -6.513624 -2.786285 1.233752 0.13 -0.17 -0.16
H -3.940624 -0.086765 0.389542 -0.08 0.27 -0.87
H -3.568754 -1.697005 -0.441168 -0.06 0.58 -0.40
C -4.148034 -4.473945 -2.258138 1.08 -0.12 0.97
C -4.816334 -4.738205 -3.587298 1.10 0.20 -0.65
C -3.593294 -5.112945 -4.480258 0.71 -1.01 -0.50
O -2.398144 -5.264575 -3.651678 -1.30 -0.37 -0.65
C -2.595064 -4.357745 -2.618808 -2.10 1.35 0.62
H -4.338414 -5.291265 -1.562548 0.28 -0.28 -0.04
H -4.563034 -3.604805 -1.747788 0.24 0.30 -0.13
H -5.188344 -3.790665 -3.977018 -0.43 -0.22 -0.02
H -5.604694 -5.487365 -3.514168 0.11 0.05 -0.25
H -3.454904 -4.390555 -5.284678 0.34 0.83 0.41
H -3.617414 -6.010785 -5.097838 -0.50 -0.52 0.54
H -2.483454 -3.352165 -3.024338 0.16 0.33 0.05
H -1.916004 -4.402555 -1.767348 0.02 -0.73 -0.21
C 4.655406 -2.282905 1.315702 2.30 -1.51 0.31
C 3.727266 -2.042715 0.138972 -0.40 1.19 1.93
C 4.424286 -0.888035 -0.470918 1.32 -0.36 -1.87
O 5.803266 -1.256555 -0.424008 1.65 -0.34 -0.23
C 6.109056 -2.012655 0.765652 -2.07 1.08 -0.21
H 4.722736 -3.322855 1.635182 -0.68 0.06 0.50
H 4.576306 -1.601325 2.162632 -0.81 -0.19 -0.12
H 2.778066 -1.665765 0.519812 -0.48 -0.64 -0.36
H 3.668006 -2.847545 -0.593718 -0.18 -0.08 0.36
H 4.352846 0.120415 -0.063438 -0.71 -0.08 0.31
H 4.171636 -0.928245 -1.530468 -0.02 0.84 -0.13
H 6.666306 -1.387885 1.463672 0.14 0.10 0.05
H 6.691566 -2.919965 0.605732 -0.10 0.04 -0.64
C 2.908546 0.804365 5.099342 1.22 0.03 0.82
C 3.181606 0.001055 3.851092 -1.96 -0.12 -0.51
C 1.801266 -0.706575 3.632192 0.27 0.73 1.71
O 1.356866 -0.979685 4.976162 0.36 -1.28 0.94
C 1.810616 0.024155 5.867562 0.12 1.38 -1.33
H 2.690756 1.850485 4.884182 -0.60 -0.17 0.01
H 3.846856 0.859695 5.651262 -0.01 0.00 0.34
H 3.967966 -0.710325 4.103432 0.01 -0.05 -0.75
H 3.326876 0.680765 3.011452 0.76 -0.39 -0.14
H 1.813076 -1.630475 3.053942 -0.09 0.14 0.06
H 0.995366 -0.026095 3.357292 0.49 0.26 -1.38
H 2.123186 -0.359715 6.838672 -0.06 -0.31 -0.21
H 1.048326 0.792735 5.995252 -0.63 -0.28 0.49
C 5.275596 3.890575 -2.416928 0.50 -0.22 1.96
C 4.804496 2.559185 -2.957808 -0.04 0.33 -1.59
C 6.098536 2.007935 -3.619468 -0.23 0.30 -0.18
O 7.194726 2.858475 -3.230178 -0.10 0.26 0.77
C 6.747166 3.668555 -2.156538 0.17 1.04 0.74
H 4.765316 4.101415 -1.477108 -0.13 0.44 -0.03
H 5.323366 4.786795 -3.035488 -1.14 -0.43 -0.58
H 4.005736 2.792685 -3.661768 0.10 -0.43 -0.45
H 4.353526 1.834305 -2.280108 0.33 0.36 0.54
H 6.076796 2.089095 -4.706228 -0.17 -0.31 -0.03
H 6.289756 0.980715 -3.309068 0.08 -0.04 -0.05
H 7.163326 4.673565 -2.086788 0.81 0.10 -1.12
H 7.024616 3.382565 -1.141988 -0.25 -1.44 0.08
C 0.259876 -5.320325 1.737492 0.48 -0.59 -1.82
C 1.188186 -4.471565 0.832772 -0.97 0.79 0.30
C 2.486636 -5.222005 0.849772 1.12 1.23 0.59
O 2.194276 -6.527575 1.163932 0.02 -2.31 0.58
C 0.810986 -6.712285 1.342492 -0.87 0.57 0.74
H -0.780634 -5.223015 1.427732 -0.05 0.11 0.21
H 0.363586 -5.141945 2.807792 0.13 0.09 -0.09
H 1.217346 -3.443765 1.194542 0.34 0.04 -0.18
H 0.824446 -4.445175 -0.194408 -0.37 -0.01 0.09
H 3.146896 -4.856215 1.636132 0.13 0.31 0.16
H 3.081656 -5.186365 -0.062798 -0.23 0.13 -0.37
H 0.546826 -7.372985 2.168192 0.64 -0.53 -0.11
H 0.417426 -7.118965 0.410922 -0.50 0.14 -0.05
C -2.899294 -3.756585 6.744042 0.22 -0.58 0.43
C -3.113424 -3.181955 5.317462 0.69 -0.45 0.64
C -1.817304 -3.652455 4.561002 -1.78 -0.31 0.28
O -1.158474 -4.568595 5.422662 0.46 -0.53 -0.40
C -1.425004 -4.269435 6.770012 -0.52 1.16 0.05
H -3.537864 -4.623685 6.912752 0.04 -0.35 -0.48
H -3.214484 -3.167775 7.605462 0.47 0.74 -0.23
H -3.201854 -2.095565 5.311782 -0.04 -0.05 -0.01
H -4.011924 -3.631265 4.894462 0.05 0.20 -0.14
H -1.272354 -2.767445 4.232542 0.67 -0.20 0.25
H -2.112374 -4.251675 3.699622 0.22 0.24 -0.23
H -0.653774 -3.564895 7.081352 -0.30 0.69 0.29
H -1.291244 -5.105435 7.456542 -0.13 -0.50 -0.54
C -3.623504 -1.092355 -3.910138 -2.83 0.82 -0.61
C -3.718854 0.398975 -4.446758 1.45 -2.22 0.55
O -2.352614 0.777085 -4.511218 -0.27 1.26 -0.41
H -2.962494 -1.791145 -4.422838 0.54 0.76 0.00
H -4.606084 -1.500385 -4.147088 -0.41 -0.39 0.18
H -3.582424 -1.155945 -2.822768 0.56 0.15 -0.05
H -4.327764 1.058395 -3.828298 0.08 -0.10 0.56
H -4.196754 0.465095 -5.424178 0.50 -0.23 -0.27
H -2.014884 0.590825 -3.632098 0.39 0.03 0.18
C 2.300406 -3.258955 -3.863888 1.84 -0.36 -1.46
C 1.375586 -3.963765 -2.986218 0.04 -0.06 1.35
O 0.098106 -3.901385 -3.483968 -1.80 0.25 -0.32
H 2.162516 -2.177725 -3.858338 -0.02 -0.04 0.04
H 2.207506 -3.656505 -4.874538 -0.15 0.26 -0.25
H 3.317986 -3.527195 -3.579848 0.32 0.42 0.17
H 1.457106 -3.433505 -2.037388 -0.20 -0.36 0.63
H 1.556086 -5.029525 -2.845908 0.58 0.01 0.02
H -0.257474 -3.044085 -3.238618 -0.28 0.21 -0.09
C 2.101456 1.506445 -5.439048 0.50 -1.24 -0.24
C 1.126176 0.692155 -6.395558 0.58 0.77 0.54
O -0.027734 1.389995 -6.719778 -1.27 1.05 -0.27
H 1.811826 1.863195 -4.450648 -1.07 -0.27 -0.15
H 2.598116 2.366835 -5.887558 -0.41 0.11 -0.67
H 2.954986 0.879725 -5.180588 0.12 -0.42 -0.15
H 0.687576 -0.246785 -6.057738 0.73 -0.05 0.88
H 1.617996 0.434935 -7.333668 0.73 0.01 0.05
H 0.179486 2.227495 -7.140798 0.14 0.05 -0.01
C -4.721564 2.683565 0.082362 0.69 0.13 -0.86
C -3.589094 2.636575 -0.940958 -0.54 0.74 -0.10
O -2.577434 3.588235 -0.617698 0.32 -0.61 0.07
H -4.362254 2.299895 1.037242 -0.39 -0.31 0.01
H -5.519434 2.132015 -0.414928 -0.37 -0.23 0.74
H -5.017274 3.723195 0.223212 -0.18 0.01 0.03
H -3.962654 3.014765 -1.892548 -0.40 -0.58 -0.35
H -3.234494 1.614955 -1.077548 0.58 0.26 0.12
H -3.061474 4.410705 -0.721858 0.41 0.79 0.36
```
Positions in Å, forces in eV/Å.

The charge is -1. The total energy is -4473.8193 hartree. The LUMO energy comes out at 2.0 eV. As for the largest force on an atom: 3.35 eV/Å.